No. 1
89
Properties=species:S:1:pos:R:3:lowdin_charge:R:1 method="wB97M-V/def2-TZVPD" e_homo_ev=-7.14 gap_ha=0.2839
Mg -0.923 0.087 -1.222 0.31
C -1.431 3.869 -2.090 -0.25
Si -0.614 2.604 -0.963 0.56
C -1.099 3.141 0.822 -0.29
C -1.404 4.489 1.077 -0.10
C -1.736 4.945 2.345 -0.08
C -1.775 4.055 3.412 -0.08
C -1.490 2.719 3.191 -0.09
C -1.162 2.258 1.914 -0.39
P -0.882 0.460 1.640 1.07
C -0.162 -0.060 3.238 -0.37
C 1.146 0.369 3.484 -0.10
C 1.789 0.043 4.667 -0.08
C 1.137 -0.738 5.617 -0.09
C -0.154 -1.181 5.372 -0.08
C -0.803 -0.843 4.188 -0.08
C -2.605 -0.197 1.647 -0.36
C -3.721 0.628 1.510 -0.08
C -4.995 0.081 1.385 -0.09
C -5.170 -1.293 1.413 -0.08
C -4.067 -2.127 1.559 -0.08
C -2.797 -1.584 1.665 -0.12
C 1.259 3.034 -1.020 -0.28
C 1.637 4.380 -0.896 -0.09
C 2.963 4.778 -0.920 -0.08
C 3.970 3.828 -1.068 -0.08
C 3.631 2.494 -1.188 -0.12
C 2.292 2.087 -1.165 -0.39
P 1.869 0.317 -1.357 1.04
C 2.208 -0.053 -3.121 -0.35
C 2.912 0.792 -3.976 -0.07
C 3.087 0.454 -5.312 -0.08
C 2.558 -0.729 -5.813 -0.09
C 1.836 -1.568 -4.975 -0.08
C 1.652 -1.225 -3.642 -0.11
C 3.187 -0.570 -0.442 -0.35
C 3.658 -1.805 -0.890 -0.09
C 4.553 -2.543 -0.125 -0.08
C 4.981 -2.065 1.105 -0.09
C 4.511 -0.842 1.564 -0.08
C 3.623 -0.100 0.796 -0.11
H -1.156 4.907 -1.878 0.01
H -1.152 3.661 -3.127 0.03
H -2.520 3.788 -2.016 0.03
H -1.383 5.204 0.264 0.08
H -1.960 5.993 2.502 0.10
H -2.033 4.398 4.407 0.10
H -1.530 2.023 4.022 0.11
H 1.662 0.975 2.745 0.09
H 2.798 0.393 4.846 0.10
H 1.637 -1.002 6.541 0.10
H -0.668 -1.789 6.106 0.10
H -1.815 -1.189 4.018 0.10
H -3.600 1.703 1.482 0.10
H -5.847 0.738 1.263 0.10
H -6.161 -1.718 1.313 0.10
H -4.190 -3.203 1.558 0.11
H -1.942 -2.248 1.733 0.11
H 0.871 5.138 -0.768 0.09
H 3.216 5.827 -0.819 0.10
H 5.011 4.128 -1.087 0.10
H 4.415 1.752 -1.296 0.11
H 3.323 1.724 -3.606 0.09
H 3.637 1.122 -5.963 0.10
H 2.695 -0.988 -6.855 0.10
H 1.399 -2.482 -5.358 0.11
H 1.050 -1.869 -3.006 0.08
H 3.337 -2.195 -1.848 0.10
H 4.915 -3.494 -0.496 0.10
H 5.676 -2.641 1.703 0.10
H 4.839 -0.458 2.522 0.10
H 3.274 0.858 1.164 0.09
Br -3.561 -0.319 -2.295 0.82
C -3.489 -2.202 -2.010 -0.58
C -4.629 -2.891 -2.281 -0.14
C -4.651 -4.290 -2.065 -0.08
C -3.543 -4.918 -1.585 -0.04
C -2.356 -4.192 -1.295 -0.17
C -1.222 -4.858 -0.759 -0.05
C -0.096 -4.155 -0.454 -0.08
C -0.059 -2.753 -0.674 -0.17
C -1.115 -2.037 -1.194 -0.20
C -2.290 -2.792 -1.512 -0.25
H -5.506 -2.376 -2.648 0.10
H -5.554 -4.847 -2.282 0.10
H -3.550 -5.988 -1.411 0.11
H -1.274 -5.929 -0.598 0.11
H 0.769 -4.659 -0.039 0.10
H 0.856 -2.236 -0.388 0.06


No. 2
143
Properties=species:S:1:pos:R:3:lowdin_charge:R:1 method="wB97M-V/def2-TZVPD" e_homo_ev=-11.14 gap_ha=0.3019 charge=+1 relative_energy_kj_mol=803.75
N 0.528 -0.454 5.661 -0.03
C 0.030 0.742 4.837 -0.25
C -0.825 0.204 3.579 -0.14
C -0.444 0.697 2.081 -0.21
B 1.105 0.181 1.958 -0.41
N 2.368 0.992 1.787 0.15
O 1.425 -1.290 2.103 0.02
C -1.311 -0.477 1.242 -0.06
C -2.095 0.275 -0.026 -0.25
C -3.708 0.404 -0.043 -0.15
C -4.537 -0.601 0.943 -0.08
C -6.169 -0.538 0.809 -0.18
F -6.497 -0.649 -0.630 0.02
F -6.678 -1.816 1.437 -0.01
C -6.866 0.722 1.592 -0.08
F -7.607 0.112 2.761 0.02
F -5.817 1.589 2.246 0.00
C -7.987 1.551 0.745 -0.07
F -8.720 2.416 1.744 0.03
F -9.045 0.609 0.223 0.05
C -7.438 2.554 -0.415 -0.14
F -7.266 1.945 -1.761 0.05
F -8.504 3.611 -0.592 0.03
F -6.194 3.290 -0.107 0.04
C -1.108 1.582 0.000 -0.53
S -1.657 2.715 -1.346 0.78
N -0.911 2.024 1.472 -0.17
C -2.097 2.506 2.254 -0.12
C -2.975 3.757 1.770 -0.13
C -2.491 5.256 2.306 -0.19
O -2.018 6.133 1.184 -0.13
C 0.046 3.147 1.225 -0.07
C 0.606 3.838 2.769 -0.08
C 2.238 4.410 2.739 -0.05
O 0.895 5.370 2.750 -0.20
H 1.473 -0.235 6.050 0.08
H -0.139 -0.693 6.428 0.08
H 0.939 1.436 4.642 0.11
H -0.715 1.331 5.558 0.13
H -0.673 -0.984 3.584 0.15
H -1.979 0.304 3.875 0.14
H 2.517 1.366 0.834 0.09
H 2.554 1.664 2.552 0.06
H 1.597 -1.623 1.163 0.12
H -1.987 -1.197 1.869 0.13
H -0.674 -1.259 0.611 0.13
H -1.858 -0.359 -1.008 0.12
H -4.001 1.518 0.250 0.10
H -4.114 0.261 -1.157 0.15
H -4.197 -1.720 0.718 0.14
H -4.191 -0.382 2.055 0.13
H -0.139 1.121 -0.530 0.17
H -1.119 2.251 -2.587 -0.05
H -1.856 2.734 3.403 0.16
H -2.855 1.583 2.316 0.14
H -3.233 3.885 0.648 0.10
H -4.043 3.615 2.298 0.14
H -3.458 5.828 2.716 0.14
H -1.753 5.220 3.211 0.12
H -1.021 6.217 1.201 0.08
H -0.407 4.130 0.782 0.12
H 1.002 2.903 0.605 0.14
H 0.194 3.303 3.828 0.16
H 2.383 3.753 3.728 0.07
H 2.679 5.339 3.258 0.14
C -2.064 -6.117 -1.941 0.00
C -1.669 -4.825 -1.256 -0.33
C -2.841 -4.034 -0.758 -0.10
O -2.340 -2.711 -0.768 0.02
C -1.397 -2.667 -1.757 -0.49
O -0.917 -1.644 -2.209 0.11
O -1.071 -3.928 -2.178 0.10
H -1.189 -6.593 -2.396 0.09
H -2.518 -6.817 -1.234 0.10
H -2.775 -5.931 -2.754 0.07
H -0.944 -5.025 -0.457 0.16
H -3.148 -4.329 0.249 0.15
H -3.710 -4.077 -1.424 0.15
C 7.398 6.122 5.361 -0.01
C 6.272 5.542 4.531 -0.34
C 4.977 5.434 5.278 -0.10
O 4.330 4.366 4.612 -0.02
C 5.323 3.562 4.127 -0.50
O 5.152 2.435 3.697 0.13
O 6.538 4.190 4.194 0.10
H 8.346 6.063 4.815 0.09
H 7.202 7.168 5.616 0.10
H 7.536 5.555 6.288 0.07
H 6.157 6.108 3.597 0.16
H 4.381 6.350 5.220 0.15
H 5.103 5.157 6.330 0.14
C 1.883 -3.158 -5.020 -0.01
C 1.778 -4.547 -5.616 -0.34
C 0.722 -4.662 -6.673 -0.11
O 0.376 -6.033 -6.608 0.06
C 0.608 -6.424 -5.319 -0.50
O 0.215 -7.469 -4.833 0.12
O 1.335 -5.480 -4.644 0.08
H 2.575 -3.156 -4.171 0.09
H 2.233 -2.435 -5.763 0.07
H 0.914 -2.821 -4.634 0.09
H 2.758 -4.878 -5.982 0.16
H 1.094 -4.399 -7.668 0.14
H -0.175 -4.071 -6.459 0.15
C -5.716 -9.052 -6.506 -0.02
C -4.616 -8.074 -6.148 -0.35
C -4.029 -8.310 -4.789 -0.10
O -3.561 -7.023 -4.433 0.02
C -4.371 -6.131 -5.077 -0.50
O -4.416 -4.939 -4.834 0.13
O -5.131 -6.757 -6.029 0.09
H -6.196 -8.762 -7.447 0.09
H -5.324 -10.068 -6.608 0.09
H -6.503 -9.055 -5.743 0.09
H -3.844 -8.067 -6.928 0.16
H -3.209 -9.034 -4.806 0.15
H -4.768 -8.625 -4.044 0.14
C 10.217 5.024 11.396 -0.02
C 9.500 4.811 10.078 -0.35
C 9.770 5.890 9.074 -0.11
O 8.606 5.854 8.269 0.03
C 7.597 5.412 9.079 -0.50
O 6.413 5.470 8.801 0.13
O 8.095 4.903 10.248 0.09
H 9.890 4.284 12.134 0.09
H 11.301 4.946 11.273 0.09
H 9.982 6.008 11.817 0.09
H 9.730 3.816 9.678 0.16
H 10.665 5.693 8.476 0.15
H 9.850 6.889 9.518 0.15
C -0.364 -2.259 -11.682 -0.02
C 0.650 -1.391 -10.966 -0.35
C 2.060 -1.878 -11.113 -0.12
O 2.678 -1.376 -9.944 0.07
C 1.696 -1.299 -8.996 -0.50
O 1.895 -1.128 -7.807 0.12
O 0.458 -1.447 -9.561 0.08
H -1.383 -1.937 -11.441 0.09
H -0.227 -2.213 -12.767 0.09
H -0.284 -3.304 -11.363 0.09
H 0.546 -0.345 -11.281 0.16
H 2.546 -1.488 -12.012 0.15
H 2.146 -2.971 -11.106 0.14


No. 3
24
Properties=species:S:1:pos:R:3:lowdin_charge:R:1 method="wB97M-V/def2-TZVPD" e_homo_ev="0.08 / 0.09" gap_ha="0.1144 / 0.1143" charge=-2 relative_energy_kj_mol=165.34
Pd 1.152 -0.766 0.730 1.02
O -0.579 2.001 3.475 0.02
C -0.292 1.126 2.698 -0.60
O 0.630 0.871 1.937 -0.11
C -1.569 -0.156 2.577 -0.65
O -2.364 -0.056 3.475 0.00
O -1.361 -0.816 1.586 -0.03
Se 1.690 3.453 -1.423 1.02
N 0.176 3.219 -2.389 -0.28
C -0.258 1.985 -2.135 -0.42
C -1.368 1.361 -2.705 -0.03
C -1.617 0.035 -2.354 -0.06
C -0.836 -0.614 -1.416 -0.09
N 0.210 -0.021 -0.817 -0.04
C 0.534 1.223 -1.192 -0.46
N 1.625 1.804 -0.715 -0.23
H -2.002 1.899 -3.395 0.10
H -2.439 -0.492 -2.817 0.10
H -1.026 -1.639 -1.115 0.12
O 2.028 -2.316 -0.165 -0.46
S 1.943 -2.946 1.226 0.22
O 2.913 -4.015 1.376 -0.36
O 2.243 -1.769 2.127 -0.43
O 0.566 -3.371 1.431 -0.38


No. 4
111
Properties=species:S:1:pos:R:3:lowdin_charge:R:1 method="wB97M-V/def2-TZVPD" e_homo_ev=-6.22 gap_ha=0.1931 relative_energy_kj_mol=463.47
Be -0.443 0.253 -1.042 0.23
C 1.700 1.241 4.026 -0.09
C 0.819 0.050 4.412 -0.24
C -0.625 0.295 4.078 -0.21
C -1.473 0.652 5.112 -0.07
C -2.773 1.073 4.878 -0.11
C -3.147 1.256 3.561 -0.07
C -2.325 0.942 2.479 -0.16
C -2.723 1.585 1.167 -0.21
C -1.995 2.925 1.019 -0.07
C -1.080 0.284 2.722 -0.24
N -0.362 -0.397 1.762 -0.21
C -0.914 -0.683 0.417 -0.30
C 0.009 -1.738 -0.165 -0.51
C -0.087 -3.168 -0.410 -0.04
C 0.464 -3.419 -1.626 -0.03
C 0.831 -2.141 -2.190 -0.10
N 0.549 -1.169 -1.379 0.03
H 2.759 1.049 4.226 0.07
H 1.399 2.125 4.590 0.08
H 1.588 1.483 2.968 0.05
H 0.917 -0.138 5.484 0.11
H 1.175 -0.855 3.929 0.02
H -1.091 0.607 6.128 0.11
H -3.439 1.326 5.692 0.09
H -4.109 1.709 3.339 0.11
H -3.803 1.759 1.186 0.11
H -2.516 0.978 0.295 0.04
H -2.237 3.584 1.855 0.08
H -2.254 3.432 0.088 0.06
H -0.913 2.776 1.020 0.07
H -1.939 -1.062 0.496 0.10
H -0.499 -3.889 0.281 0.10
H 0.590 -4.376 -2.109 0.11
H 1.254 -1.961 -3.171 0.13
C -1.700 -2.972 2.988 -0.15
Si -0.089 -3.822 3.347 0.45
C 0.134 -3.913 5.199 -0.17
C -0.089 -5.565 2.647 -0.18
C 1.517 -3.016 2.695 -0.45
Te 1.646 -1.347 1.373 1.77
C 3.088 -2.466 0.174 -0.50
Si 4.830 -2.162 0.824 0.39
C 5.991 -3.418 0.070 -0.18
C 4.935 -2.303 2.691 -0.19
C 5.303 -0.427 0.314 -0.18
H -2.496 -3.615 3.379 0.05
H -1.901 -2.792 1.931 0.02
H -1.759 -2.010 3.500 0.03
H -0.673 -4.496 5.650 0.04
H 0.107 -2.911 5.640 0.03
H 1.083 -4.383 5.474 0.04
H -1.066 -6.042 2.769 0.04
H 0.647 -6.179 3.175 0.03
H 0.169 -5.595 1.585 0.02
H 2.098 -3.791 2.192 0.01
H 2.105 -2.698 3.557 0.00
H 3.093 -2.057 -0.839 0.01
H 2.824 -3.523 0.111 0.02
H 5.761 -4.425 0.431 0.03
H 7.030 -3.198 0.333 0.03
H 5.916 -3.427 -1.021 0.03
H 4.669 -3.304 3.040 0.03
H 4.303 -1.580 3.214 0.02
H 5.966 -2.107 3.002 0.04
H 5.404 -0.356 -0.773 0.04
H 6.249 -0.113 0.762 0.04
H 4.538 0.293 0.621 0.01
C 3.211 3.114 0.066 -0.05
C 2.135 3.279 -0.975 -0.27
C 2.149 4.370 -1.846 -0.04
C 1.153 4.503 -2.802 -0.27
C 1.133 5.700 -3.718 -0.05
C 0.145 3.546 -2.914 0.00
C 0.095 2.431 -2.064 -0.24
C 1.123 2.349 -1.090 -0.01
N -0.828 1.405 -2.065 0.01
C -1.930 1.280 -3.014 -0.43
C -1.442 1.130 -4.469 -0.07
C -2.622 0.908 -5.421 -0.29
C -3.593 2.089 -5.310 -0.12
C -4.125 2.190 -3.877 -0.28
C -4.842 0.890 -3.504 -0.12
C -3.855 -0.277 -3.603 -0.28
C -3.345 -0.387 -5.042 -0.12
C -2.676 -0.022 -2.660 -0.09
C -2.959 2.421 -2.909 -0.07
H 3.466 4.070 0.525 0.08
H 4.124 2.711 -0.379 0.08
H 2.894 2.433 0.858 0.06
H 2.931 5.118 -1.767 0.11
H 2.097 6.208 -3.727 0.07
H 0.379 6.421 -3.394 0.08
H 0.889 5.411 -4.742 0.08
H -0.606 3.694 -3.676 0.09
H 1.112 1.539 -0.351 0.09
H -0.753 0.279 -4.509 0.13
H -0.874 2.007 -4.780 0.11
H -2.249 0.834 -6.446 0.14
H -4.424 1.956 -6.010 0.12
H -3.083 3.018 -5.587 0.12
H -4.823 3.028 -3.804 0.14
H -5.692 0.719 -4.174 0.12
H -5.239 0.962 -2.486 0.12
H -4.352 -1.207 -3.314 0.14
H -4.182 -0.568 -5.724 0.12
H -2.661 -1.238 -5.135 0.12
H -1.971 -0.865 -2.719 0.12
H -3.033 0.041 -1.626 0.11
H -3.327 2.454 -1.879 0.12
H -2.493 3.387 -3.110 0.11